{
  "formula": "C12H22F3INO",
  "method": "ωB97M-V/def2-TZVPD",
  "symbols": ["O", "C", "I", "C", "C", "C", "C", "C", "F", "F", "F", "H", "H", "H", "H", "H", "H", "H", "C", "C", "N", "C", "C", "C", "C", "H", "H", "H", "H", "H", "H", "H", "H", "H", "H", "H", "H", "H", "H", "H"],
  "xyz": [[2.73692, -4.79112, 2.16843], [1.76231, -4.10232, 2.20880], [0.57150, -4.05278, 4.14858], [1.06667, -3.31798, 1.07502], [1.77963, -3.26623, -0.23442], [2.82023, -2.14062, -0.27779], [2.34333, -0.97473, -1.13345], [3.41862, -0.01089, -1.59440], [3.19750, 1.25724, -1.15026], [3.49749, 0.08479, -2.94314], [4.67080, -0.31795, -1.17735], [0.83325, -2.32174, 1.43473], [0.10763, -3.82693, 0.98014], [2.31678, -4.19438, -0.39123], [3.71656, -2.53844, -0.73988], [3.09160, -1.78174, 0.71475], [1.82868, -1.37416, -1.99392], [1.62480, -0.36473, -0.60034], [-0.99015, 1.35112, -2.30761], [-1.99513, 1.03737, -1.21151], [-1.42082, 1.09008, 0.11853], [-2.28804, 0.53971, 1.14285], [-3.61284, 1.25746, 1.44169], [-0.72643, 2.31729, 0.45840], [-1.51781, 3.63399, 0.40880], [-0.13910, 0.67165, -2.25760], [-1.45932, 1.23493, -3.28573], [-0.61791, 2.37475, -2.24843], [-2.36165, 0.02011, -1.37015], [-2.86718, 1.70425, -1.32701], [-1.71302, 0.45765, 2.06860], [-2.51551, -0.48974, 0.85189], [-3.46545, 2.16513, 2.02572], [-4.25675, 0.60020, 2.03060], [-4.15577, 1.51632, 0.53222], [0.13484, 2.41093, -0.20643], [-0.29434, 2.19413, 1.45422], [-2.15866, 3.69447, -0.47202], [-0.82507, 4.47749, 0.36593], [-2.13815, 3.77542, 1.29277]],
  "forces_ev_per_a": [[-1.753, 1.151, 0.468], [2.162, -1.012, -0.971], [-0.268, -0.013, 0.479], [-0.111, -0.083, -0.950], [0.350, 0.381, 0.649], [-0.452, -0.650, -0.401], [0.282, 0.482, 0.110], [0.131, 0.013, 0.160], [0.010, 0.072, -0.043], [0.002, 0.022, -0.109], [-0.164, 0.019, -0.068], [-0.105, 0.180, 0.401], [-0.293, -0.228, 0.373], [-0.134, -0.401, -0.216], [0.373, -0.010, -0.043], [0.232, 0.205, 0.284], [-0.015, -0.137, -0.338], [-0.322, 0.048, 0.214], [0.041, 0.008, -0.079], [0.020, 0.059, -0.114], [-0.096, 0.042, 0.080], [-0.018, -0.186, 0.086], [0.009, -0.027, 0.086], [0.178, 0.105, -0.041], [0.061, 0.036, 0.075], [0.022, 0.015, 0.044], [-0.025, -0.025, 0.002], [-0.005, 0.004, 0.001], [-0.040, -0.019, 0.089], [0.000, 0.001, -0.009], [0.043, 0.043, -0.008], [0.015, 0.010, -0.068], [0.014, 0.064, -0.052], [0.016, -0.008, -0.008], [0.011, 0.005, -0.033], [-0.025, -0.028, -0.043], [-0.073, -0.061, 0.042], [0.001, -0.030, -0.022], [0.014, -0.010, -0.004], [-0.090, -0.037, -0.028]],
  "e_lumo_ha": 0.10165,
  "total_charge": -1,
  "e_homo_ev": -2.3,
  "homo_lumo_gap_ev": 5.07,
  "multiplicity": 1,
  "e_above_lowest_kj_mol": 0.0
}

***

{
  "formula": "C35H43ClLaP2Si2",
  "method": "ωB97M-V/def2-TZVPD",
  "symbols": ["C", "C", "C", "H", "C", "C", "H", "H", "H", "H", "La", "Si", "C", "C", "H", "C", "H", "C", "H", "C", "H", "C", "H", "C", "C", "H", "C", "H", "C", "H", "C", "H", "C", "H", "H", "Si", "C", "C", "H", "C", "H", "C", "H", "C", "H", "C", "H", "C", "C", "H", "C", "H", "C", "H", "C", "H", "C", "H", "H", "Cl", "C", "P", "C", "C", "C", "P", "C", "C", "H", "H", "H", "H", "H", "H", "H", "H", "H", "H", "H", "H", "H", "H", "H", "H"],
  "xyz": [[-2.11293, -1.15411, 4.86147], [-2.79534, -0.61420, 3.72860], [-2.47046, -1.41321, 2.57027], [-3.49693, 0.22528, 3.79422], [-1.60525, -2.47374, 3.01589], [-1.40448, -2.32341, 4.41807], [-0.88459, -2.99001, 5.09278], [-2.18727, -0.80013, 5.88814], [-2.83254, -1.26764, 1.55366], [-1.21493, -3.28805, 2.38595], [-0.21652, -0.32002, 3.19380], [2.12905, 0.06595, -4.56884], [1.56511, 1.56018, -5.55866], [2.23781, 2.20241, -6.62294], [3.21727, 1.84688, -6.96248], [1.64701, 3.30040, -7.27237], [2.18212, 3.80530, -8.08353], [0.38475, 3.76638, -6.88073], [-0.06328, 4.64103, -7.36000], [-0.30141, 3.10867, -5.85057], [-1.28627, 3.44924, -5.52735], [0.28059, 2.00975, -5.21279], [-0.28795, 1.48933, -4.43423], [1.67122, -1.41265, -5.62589], [0.65915, -1.37558, -6.61139], [0.25399, -0.41848, -6.94854], [0.16357, -2.55945, -7.17928], [-0.66560, -2.52047, -7.89101], [0.73485, -3.79423, -6.84581], [0.32432, -4.72451, -7.25611], [1.85035, -3.82423, -5.99792], [2.34938, -4.77435, -5.78760], [2.33479, -2.63834, -5.41903], [3.23922, -2.66602, -4.80323], [1.45373, -0.04260, -3.23211], [-0.45380, 0.01643, 0.12725], [-0.70021, -1.53880, -0.85329], [-1.82384, -1.62771, -1.70260], [-2.34085, -0.71811, -1.98285], [-2.28829, -2.87154, -2.11192], [-3.17566, -2.90525, -2.73528], [-1.67004, -4.05325, -1.69147], [-2.05084, -5.02243, -2.02017], [-0.55137, -3.96541, -0.85515], [-0.06581, -4.86613, -0.48098], [-0.07125, -2.72845, -0.42468], [0.75400, -2.68118, 0.29164], [-1.27317, 1.45271, -0.65726], [-2.53132, 1.83656, -0.11710], [-2.94168, 1.33725, 0.76011], [-3.28454, 2.82694, -0.74653], [-4.26897, 3.08915, -0.37159], [-2.79180, 3.48213, -1.88470], [-3.40014, 4.22634, -2.41082], [-1.52475, 3.15128, -2.35668], [-1.13076, 3.66974, -3.22943], [-0.74385, 2.17291, -1.73697], [0.24964, 1.93952, -2.10085], [3.60216, 0.19764, -4.26934], [1.56771, 0.39173, 0.68233], [-1.20717, 2.87050, 4.87582], [-0.08145, 1.64523, 5.65414], [0.36306, 2.75291, 7.05379], [1.58569, 1.73950, 4.73359], [2.48414, 0.54414, 5.09289], [1.52895, -1.03920, 5.45400], [2.90345, -2.22246, 5.53186], [1.14164, -0.89840, 7.25231], [-0.71295, 3.48189, 4.10805], [-1.58052, 3.51392, 5.69077], [-2.08585, 2.35681, 4.45064], [-0.17017, 2.42535, 7.95588], [1.44916, 2.79459, 7.22680], [0.01673, 3.76486, 6.79219], [1.37166, 1.81012, 3.63729], [2.06150, 2.67828, 5.04517], [3.21742, 0.28220, 4.29556], [3.07705, 0.72315, 6.00958], [3.31759, -2.25749, 6.55148], [2.49563, -3.20845, 5.26427], [3.67993, -1.93342, 4.81149], [2.09666, -0.86486, 7.80687], [0.50675, -0.02560, 7.48855], [0.59798, -1.82099, 7.52494]],
  "forces_ev_per_a": [[-0.333, -1.048, -0.681], [0.128, -0.615, -0.132], [-0.586, -0.449, 0.888], [0.407, -0.309, -0.302], [-0.830, -0.115, 0.036], [-0.992, 0.485, 0.291], [0.087, -0.018, -0.245], [0.055, -0.116, -0.365], [0.063, -0.159, 0.448], [-0.210, 0.558, 0.332], [0.604, 1.467, -1.492], [0.583, 0.242, -0.590], [-0.363, 0.294, 0.134], [-0.393, 0.131, 0.180], [-0.345, 0.161, 0.226], [0.038, -0.207, 0.178], [-0.204, -0.237, 0.312], [0.046, -0.274, 0.352], [0.195, -0.342, 0.103], [0.220, 0.019, -0.193], [0.214, -0.052, -0.227], [-0.037, 0.373, -0.261], [0.217, 0.223, -0.216], [0.415, -0.618, -0.499], [-0.070, -0.334, 0.294], [-0.040, -0.252, 0.322], [0.322, 0.031, 0.093], [0.322, 0.036, 0.216], [0.115, 0.265, 0.224], [0.232, 0.426, 0.139], [0.079, 0.247, -0.050], [-0.154, 0.334, -0.092], [-0.587, -0.315, -0.137], [-0.409, -0.090, -0.018], [-0.023, 0.179, -0.347], [-0.996, -0.656, 1.760], [0.084, -0.430, -0.020], [0.747, -0.240, 0.545], [-0.032, -0.049, -0.157], [-0.150, -0.212, 0.022], [0.108, -0.134, -0.032], [0.213, 0.442, -0.043], [0.137, 0.322, 0.157], [0.075, -0.043, 0.204], [-0.122, 0.091, -0.216], [-0.644, 0.130, -0.398], [-0.093, -0.054, -0.295], [-0.286, 1.022, 0.048], [0.370, 0.122, -0.874], [0.138, -0.021, -0.153], [0.091, 0.155, -0.237], [0.105, -0.037, 0.039], [-0.022, -0.416, 0.259], [0.281, -0.284, 0.303], [0.301, 0.275, -0.176], [-0.036, -0.073, 0.214], [-0.912, -0.011, 0.156], [-0.057, 0.020, -0.139], [-0.409, -0.287, -0.172], [1.059, 0.104, -0.019], [-0.472, -0.118, -0.587], [0.611, 0.857, -0.098], [0.136, -0.014, 0.637], [-0.594, 0.410, -0.138], [0.329, -0.691, 0.350], [0.917, 0.517, 0.409], [0.064, -0.445, 0.028], [-0.167, -0.192, 0.013], [-0.219, -0.016, 0.219], [0.069, -0.234, -0.552], [0.287, 0.285, -0.090], [0.307, 0.220, -0.066], [-0.423, -0.212, 0.146], [0.324, -0.378, 0.212], [0.495, 0.112, 0.563], [-0.079, -0.129, -0.477], [-0.514, 0.379, 0.396], [-0.181, 0.254, -0.427], [0.026, -0.058, -0.456], [0.405, 0.181, 0.139], [-0.165, -0.251, 0.195], [-0.485, 0.069, -0.134], [0.405, -0.614, -0.053], [0.210, 0.406, 0.074]],
  "e_lumo_ha": -0.11921,
  "total_charge": 1,
  "e_homo_ev": -9.1,
  "homo_lumo_gap_ev": 5.88,
  "multiplicity": 1,
  "e_above_lowest_kj_mol": 225.9
}

***

{
  "formula": "C21H42AsF6O21",
  "method": "ωB97M-V/def2-TZVPD",
  "symbols": ["As", "F", "F", "F", "F", "F", "F", "C", "O", "C", "O", "O", "C", "H", "H", "H", "H", "H", "H", "C", "O", "C", "O", "O", "C", "H", "H", "H", "H", "H", "H", "C", "O", "C", "O", "O", "C", "H", "H", "H", "H", "H", "H", "C", "O", "C", "O", "O", "C", "H", "H", "H", "H", "H", "H", "C", "O", "C", "O", "O", "C", "H", "H", "H", "H", "H", "H", "C", "O", "C", "O", "O", "C", "H", "H", "H", "H", "H", "H", "C", "O", "C", "O", "O", "C", "H", "H", "H", "H", "H", "H"],
  "xyz": [[1.45187, 0.50341, 0.60977], [1.62576, -0.75597, 1.77449], [0.87471, 1.60809, 1.81139], [1.16338, 1.73165, -0.59642], [2.07882, -0.58363, -0.59057], [-0.17668, -0.02918, 0.33366], [3.05704, 1.07447, 0.86245], [-0.54709, 0.44138, -3.18221], [-1.41220, -0.50889, -3.77176], [-1.12891, -0.85607, -4.99884], [-0.30727, -0.34578, -5.68505], [-1.99845, -1.78070, -5.37047], [-1.96508, -2.14634, -6.74665], [-0.11045, 1.11876, -3.90769], [0.23262, 0.05990, -2.51832], [-1.17610, 0.99650, -2.48292], [-1.37185, -1.46309, -7.34140], [-3.00154, -2.14221, -7.07731], [-1.58227, -3.16233, -6.82167], [-1.32238, 3.40112, 0.26334], [-1.75037, 3.34136, -1.09274], [-3.03906, 3.22347, -1.40294], [-3.93911, 3.00927, -0.69323], [-3.22470, 3.38901, -2.71500], [-2.16019, 3.59379, -3.64209], [-0.28960, 3.68187, 0.40785], [-1.45791, 2.41410, 0.70484], [-2.00217, 4.07344, 0.79162], [-1.25720, 3.97013, -3.17700], [-2.52570, 4.30385, -4.38045], [-2.01116, 2.63064, -4.12694], [-3.11414, 0.42606, 3.08972], [-2.92194, 1.40573, 4.10086], [-3.50055, 2.58571, 3.99414], [-4.27613, 2.87136, 3.18564], [-3.09288, 3.39478, 4.94306], [-2.08883, 2.90931, 5.84116], [-2.38888, -0.34822, 3.24162], [-2.97480, 0.91575, 2.13213], [-4.13919, 0.06064, 3.04010], [-1.85368, 3.69204, 6.55333], [-1.21022, 2.62522, 5.27006], [-2.51266, 2.05920, 6.37306], [-3.23809, -0.88650, -0.06940], [-4.45247, -1.34154, 0.46995], [-5.43177, -0.46645, 0.52421], [-5.24653, 0.68680, 0.52049], [-6.62055, -1.05001, 0.62296], [-6.74542, -2.43475, 0.89651], [-2.39642, -1.53761, 0.14852], [-3.02403, 0.11999, 0.27875], [-3.24524, -0.84331, -1.16509], [-6.46536, -3.00358, 0.00666], [-7.77989, -2.62303, 1.15327], [-6.07269, -2.76475, 1.68777], [7.76733, -3.24818, 2.62076], [7.81505, -2.39449, 1.48563], [6.70999, -1.68591, 1.21157], [5.84381, -1.45758, 1.98674], [6.77218, -1.29808, -0.03409], [5.73532, -0.39964, -0.44299], [6.90006, -3.90831, 2.55657], [7.68378, -2.64623, 3.52777], [8.66035, -3.86079, 2.68240], [5.96140, -0.00306, -1.42075], [5.64090, 0.37420, 0.31290], [4.77574, -0.91974, -0.47079], [3.81358, 2.20169, -1.98748], [4.85931, 2.78141, -2.79171], [6.02062, 3.00031, -2.24185], [6.41328, 2.66732, -1.16857], [6.71900, 3.74716, -3.09585], [8.03160, 4.07276, -2.70515], [2.88972, 2.25343, -2.55151], [3.57939, 2.84795, -1.14220], [4.13873, 1.21266, -1.70533], [8.28091, 4.16806, -1.64868], [8.33397, 4.90578, -3.32364], [8.66898, 3.20854, -2.96227], [-4.07738, -6.14891, 3.08056], [-3.59702, -5.00915, 2.38106], [-2.33633, -4.69104, 2.67109], [-1.63986, -5.17876, 3.48110], [-2.01765, -3.68803, 1.88119], [-0.62501, -3.28947, 1.92985], [-3.46459, -7.04726, 3.00692], [-5.04133, -6.45711, 2.67394], [-4.23896, -5.86313, 4.12142], [-0.00053, -4.17654, 1.96714], [-0.52925, -2.74673, 2.87595], [-0.38146, -2.56797, 1.16104]],
  "forces_ev_per_a": [[-0.066, 0.091, 0.136], [0.080, -0.068, 0.349], [-0.073, 0.046, 0.267], [0.261, 0.047, -0.298], [-0.190, -0.013, -0.422], [-0.380, -0.307, -0.183], [0.246, 0.147, 0.072], [0.006, 1.286, 1.444], [0.007, -0.507, 0.990], [-0.853, 0.225, 0.247], [1.461, 0.413, -1.249], [-0.310, -0.533, -0.271], [-0.415, -0.391, 0.012], [-0.049, -0.085, -0.149], [0.007, -0.717, -0.508], [-0.022, 0.158, -0.227], [0.112, 0.085, 0.055], [0.003, 0.010, -0.116], [0.127, 0.011, -0.077], [-1.660, -0.633, 1.052], [1.397, 0.372, -0.578], [1.840, 0.436, -1.167], [-1.795, -0.361, 1.935], [-0.338, 0.267, -0.612], [-0.356, -0.279, -0.084], [0.151, 0.138, -0.760], [0.141, -0.038, 0.068], [0.190, 0.098, 0.107], [0.069, -0.097, 0.048], [-0.024, 0.056, 0.006], [0.402, 0.113, -0.130], [-0.692, 0.970, -0.926], [0.953, -1.460, 0.865], [1.539, -1.401, 1.253], [-2.828, 1.340, -2.838], [0.507, 1.333, 1.202], [-0.290, -0.223, -0.009], [0.254, -0.323, 0.173], [0.256, -0.060, -0.181], [-0.019, -0.124, 0.463], [-0.105, 0.259, -0.140], [0.138, -0.104, 0.194], [0.349, -0.104, 0.094], [1.301, 0.892, -0.819], [0.577, -2.333, -0.215], [0.181, -1.225, 0.250], [-0.573, 2.737, -0.206], [-1.073, 0.379, 0.417], [0.756, -0.485, -0.489], [-0.391, -0.265, 0.614], [0.090, -0.051, 0.021], [-0.524, 0.000, 0.055], [-0.160, -0.073, 0.022], [-0.114, 0.105, 0.046], [-0.107, 0.146, 0.158], [-0.715, 0.338, 0.514], [0.870, -0.641, -0.462], [0.715, -0.463, 0.100], [-1.161, 0.195, 1.067], [0.511, 0.193, -1.212], [-0.842, -0.112, 0.739], [-0.010, 0.062, 0.045], [-0.047, -0.108, 0.017], [0.223, 0.215, -0.397], [0.440, -0.024, -0.038], [-0.004, 0.293, -0.249], [0.054, -0.071, -0.035], [0.029, 0.686, 0.278], [-1.104, 0.036, -0.735], [-0.065, 0.654, -0.208], [0.246, -0.601, 1.133], [-0.038, 0.569, -0.121], [1.551, -1.399, -0.483], [0.226, -0.525, -0.522], [0.542, -0.269, 0.346], [-0.505, -0.195, 0.265], [-0.956, 0.589, 0.120], [0.032, 0.296, 0.170], [-0.026, 0.266, -0.281], [-0.789, -0.248, 0.559], [-0.578, -0.919, -0.225], [-0.931, 1.527, -1.596], [1.300, -1.530, 1.885], [0.479, 0.617, -1.219], [-0.404, 0.379, 1.541], [0.524, 0.387, 0.041], [-0.008, 0.535, -0.255], [0.167, -0.305, 0.065], [0.159, 0.117, -0.271], [0.418, -0.148, -0.071], [-0.298, -0.292, -0.468]],
  "e_lumo_ha": 0.08321,
  "total_charge": -1,
  "e_homo_ev": -8.2,
  "homo_lumo_gap_ev": 10.49,
  "multiplicity": 1,
  "e_above_lowest_kj_mol": 0.0
}